(1)
The following is a quantum chemistry calculation of a molecular structure, C45H58BI2N10O2PbS3, from OMol25.

Geometry (Å):
H 4.467 -3.234 3.016
C -2.487 0.170 2.153
C -1.888 -5.821 1.146
H 1.036 5.984 -3.727
H 0.890 -1.693 -4.395
I -2.856 -3.185 0.057
N 0.326 2.548 -2.296
H 0.589 5.043 -2.295
C 2.253 -0.488 5.658
C 0.292 2.620 -3.587
H 3.685 -3.902 4.456
H 0.138 1.519 -5.455
H -3.692 -0.538 3.767
S 0.181 0.579 2.679
H -5.690 -0.848 -0.110
C -3.291 0.569 -0.098
H 4.667 3.715 -0.166
N 0.017 3.558 0.844
N 1.654 -5.766 -1.563
S 2.918 1.163 -0.105
H 0.623 -6.824 3.177
C -1.617 -4.460 1.139
C -0.548 -3.906 1.860
H -0.854 -1.610 -4.299
N 2.496 -1.706 5.183
B 0.133 1.449 -0.253
H 1.565 -0.431 6.494
H 1.229 -7.390 -0.279
H -3.235 0.076 -2.815
C -1.135 6.257 0.554
C -4.432 0.663 -1.100
C 3.338 -1.821 4.153
C -0.383 5.724 1.782
H 4.631 4.833 1.218
H 1.037 5.036 -5.939
C -3.508 0.199 1.263
C 0.139 0.211 -3.804
H -0.656 -6.748 -2.599
C 2.169 2.579 0.403
C 0.575 4.636 1.308
H 1.117 -6.448 -4.126
H -1.737 3.771 -4.949
H 3.254 -7.058 -2.027
C 2.014 -4.687 -0.908
C 3.961 -0.721 3.570
H -1.943 4.301 2.306
H -4.502 -0.087 1.584
S 0.247 -1.315 -1.532
N 2.319 -3.723 -0.341
C 0.698 -6.688 -0.930
C 0.246 -4.795 2.618
H 0.939 6.531 3.322
C -3.895 0.892 -2.512
H -4.736 2.779 -0.694
H -5.716 1.714 0.325
H -1.838 7.034 0.857
H -0.365 7.603 2.821
H 0.004 -6.106 -0.329
H 4.160 1.417 3.629
C -0.028 -7.441 -2.025
C 1.996 4.769 1.319
C 0.298 4.016 -4.194
H -2.027 -1.171 3.724
H 1.030 7.392 1.772
H 1.967 3.592 -5.535
H -0.014 -0.831 -5.662
H -6.099 -0.515 -1.786
N -2.110 0.885 -0.517
H -2.084 5.876 3.105
H -4.733 0.937 -3.210
N -1.089 0.893 0.375
C 0.959 4.011 -5.575
O 0.892 -8.086 -2.887
C -5.267 -0.623 -1.089
H 3.136 -5.594 -3.033
C 1.314 -4.237 3.513
N 2.439 -3.654 2.752
H -3.334 1.824 -2.582
H -4.674 -1.479 -1.416
H -0.655 -8.215 -1.587
H -2.313 0.474 4.262
C 0.361 6.873 2.461
C -1.058 -6.674 1.854
C -1.184 0.553 1.684
H 0.903 -3.445 4.139
C 1.050 4.989 -3.281
H 2.779 -4.335 2.082
C -1.381 5.111 2.771
C -1.166 4.461 -4.323
C 0.215 0.136 -2.366
Pb 1.570 -1.630 1.282
C 3.557 -3.215 3.615
C -0.002 -6.160 2.591
C -5.310 1.851 -0.680
H 2.090 4.682 -3.155
C 2.826 0.667 5.140
I -1.359 -8.735 1.750
C 0.179 1.436 -4.378
H -1.216 5.451 -4.779
H -2.725 -6.208 0.580
H 2.586 1.631 5.567
C -2.652 -0.290 3.562
C 1.724 -7.149 -3.540
C 3.693 0.545 4.070
N 0.824 2.587 0.398
C 2.804 3.775 0.866
H 4.732 3.074 1.456
H 4.649 -0.856 2.744
H 2.439 5.680 1.698
C 0.033 -1.049 -4.597
H -0.443 6.691 -0.172
H 2.368 -7.709 -4.215
H -1.640 4.507 -3.341
H 0.379 3.454 -6.312
C 2.565 -6.379 -2.538
H 1.679 -5.024 4.182
H -1.689 5.455 0.065
O -0.326 -2.606 1.876
H -0.868 4.712 3.649
H -6.149 1.953 -1.369
C 4.294 3.867 0.848
N 0.261 1.325 -1.718

Energy above the lowest of the compared OMol25 structures with the same formula, charge and spin (kJ/mol): 67.0
Total charge: +1
Energy (eV): -121231.7953

(2)
The following is a quantum chemistry calculation of a molecular structure, C45H58F3N9SSbSnTe at a distorted geometry, from OMol25.

Geometry (Å):
C -12.718 4.649 14.733
N -9.957 6.778 23.908
C -10.280 8.881 14.882
Te -8.795 6.355 15.855
H -11.420 3.019 24.790
H -15.474 10.082 23.683
C -14.372 9.691 21.959
H -14.991 7.674 24.586
H -14.310 1.855 22.164
C -5.227 7.367 19.643
H -9.420 -1.096 22.105
H -10.360 -0.769 19.782
H -11.335 10.645 14.236
H -14.293 1.041 19.377
H -14.669 9.436 18.908
H -4.613 8.278 19.381
H -8.407 8.102 23.882
H -11.210 4.535 18.170
C -10.765 7.839 24.543
H -10.859 8.660 23.806
H -10.261 10.849 17.119
C -9.568 3.384 23.111
H -11.782 6.581 14.529
C -11.388 2.907 15.679
H -10.735 12.218 18.113
C -9.745 -0.121 21.720
H -14.559 10.651 21.489
H -8.550 9.263 18.055
H -10.518 4.485 26.746
C -8.902 0.786 23.853
H -8.193 1.616 25.653
Sn -10.140 5.655 20.731
H -15.332 2.373 19.851
C -10.463 5.125 15.415
C -12.029 3.928 24.568
C -11.675 5.572 14.851
N -13.349 2.576 20.417
N -9.859 4.744 22.799
C -13.379 1.752 21.592
H -13.491 2.681 15.121
H -7.567 7.644 13.268
C -10.696 1.430 20.122
C -10.657 2.449 20.999
H -11.258 1.885 15.957
H -7.154 8.473 17.468
C -14.269 5.213 19.510
C -10.278 0.097 20.467
C -10.519 9.974 14.092
N -11.589 10.470 18.773
C -7.516 9.103 18.299
H -9.363 3.415 16.113
H -11.762 7.475 24.866
C -12.511 3.650 20.179
Sb -7.219 7.968 20.105
H -5.266 6.686 18.742
H -11.864 6.178 18.498
C -8.642 9.383 12.709
C -10.891 5.362 26.184
H -4.723 6.833 20.430
H -8.548 4.014 24.905
H -11.220 1.560 19.201
C -8.522 4.367 19.673
C -6.675 9.476 21.485
H -9.032 7.757 22.307
C -8.894 3.169 24.315
H -14.143 6.322 19.474
F -8.977 3.359 18.876
C -9.220 8.009 14.560
H -9.578 11.074 18.730
N -11.279 3.660 20.669
S -10.456 9.901 21.218
H -12.538 1.906 22.251
C -13.625 9.729 19.006
H -11.805 5.681 26.732
C -14.563 8.062 23.668
H -12.925 3.981 25.182
C -8.606 1.840 24.686
C -9.981 2.283 22.241
C -10.463 11.148 18.129
H -9.802 11.148 12.441
C -12.597 3.342 15.205
C -12.094 5.141 18.270
N -11.174 5.068 24.766
C -12.819 10.429 18.182
H -8.079 6.465 23.045
H -10.904 8.715 15.753
H -12.367 3.875 23.516
H -8.026 9.627 11.810
F -7.717 5.078 18.803
H -13.634 4.963 14.285
N -12.927 4.622 19.370
C -10.295 3.794 15.750
F -7.613 3.838 20.537
C -14.342 2.147 19.435
H -12.919 10.844 17.199
H -14.973 4.987 18.681
H -10.132 6.143 26.294
H -13.365 0.715 21.304
H -6.172 8.971 22.271
C -10.339 5.508 23.792
N -13.121 7.644 21.796
C -8.773 7.292 23.260
C -9.546 1.002 22.580
N -12.835 9.307 20.113
H -10.303 8.225 25.447
C -14.912 9.308 23.179
H -13.479 6.253 23.222
H -7.005 10.059 18.355
C -11.594 9.936 19.990
C -13.709 7.263 22.923
H -8.593 -0.175 24.244
H -14.642 4.953 20.507
H -6.029 10.219 21.051
H -14.149 2.549 18.426
H -7.553 9.954 21.911
H -12.698 5.056 17.371
C -13.453 8.863 21.319
C -8.421 8.254 13.487
C -9.692 10.255 13.017

Energy above the lowest of the compared OMol25 structures with the same formula, charge and spin (kJ/mol): 0.0
Total charge: +1
Energy (eV): -99660.3676

no.,highest occupied orbital energy (eV)
1,-9.74
2,-9.59